[1]
Entry from the OMol25 dataset: a molecular structure, C27H44LuN3OP3 (ωB97M-V with the def2-TZVPD basis set).

**E**: -96687.3737 eV
**Net charge**: +3
**Energy relative to the best compared isomer or geometry (same formula, charge and spin)**: 105.7 kcal/mol

Each line ends with the Löwdin charge.
CARTESIAN COORDINATES (ANGSTROEM)
Lu -2.1643 0.0974 -2.2288  1.5353
P 0.7762 0.2545 3.1175  1.0151
P -3.9005 -0.6453 -0.2713  0.7054
P 2.7591 1.7706 -0.3477  0.7495
H -4.2228 1.6997 -3.1208  0.0725
C -3.1338 1.7808 -3.2740  -0.2859
C -2.4634 0.9112 -4.2074  -0.2960
H -3.0134 0.0985 -4.7288  0.0862
C 0.7214 0.5147 4.9043  -0.1879
C -0.5164 -0.8902 2.5681  -0.2224
C 2.3950 -0.3582 2.5643  -0.2074
C -5.5968 -0.7484 -0.9558  -0.2376
C -3.6433 -2.3240 0.4212  -0.2692
C -4.1720 0.3098 1.2633  -0.2527
C 2.7976 2.7925 -1.8701  -0.2907
C 4.4252 1.0149 -0.4056  -0.3015
C 3.1247 3.1013 0.8683  -0.2765
H -2.7565 2.7884 -3.0577  0.0670
H -1.5479 1.2309 -4.7219  0.0823
H 1.2744 -0.2517 5.4540  0.0800
H -0.3168 0.5422 5.2583  0.0713
H 1.1722 1.4970 5.1150  0.0766
H -0.5303 -1.7729 3.2248  0.0822
H -0.3410 -1.1962 1.5212  0.0398
H -1.4922 -0.3713 2.6123  0.0337
H 2.6700 -1.2698 3.1171  0.0812
H 3.1575 0.4206 2.7442  0.0615
H 2.3812 -0.5739 1.4818  0.0300
H -5.9940 -1.7701 -0.8676  0.0683
H -5.5764 -0.4621 -2.0181  0.0370
H -6.2451 -0.0497 -0.4120  0.0686
H -4.6078 -2.7013 0.7914  0.0727
H -2.9093 -2.2996 1.2408  0.0368
H -3.2685 -2.9947 -0.3670  0.0431
H -4.8029 -0.2596 1.9628  0.0813
H -4.6698 1.2569 1.0168  0.0642
H -3.2111 0.5393 1.7432  0.0126
H 3.8436 2.9525 -2.1615  0.0519
H 2.2980 3.7524 -1.6817  0.0428
H 2.2632 2.2646 -2.6721  0.0058
H 5.1198 1.7213 -0.8769  0.0511
H 4.3656 0.0871 -0.9908  0.0252
H 4.7421 0.7781 0.6199  0.0363
H 3.8150 3.8494 0.4533  0.0659
H 3.5578 2.6463 1.7648  0.0336
H 2.1717 3.5684 1.1423  0.0209
C -0.6155 3.1864 0.9071  -0.3412
C -1.2470 4.0455 1.8101  0.0002
C -1.3601 5.3648 1.3694  -0.0274
C -1.0757 5.6708 0.0193  -0.0387
C -0.8266 4.6522 -0.9201  -0.0618
C -0.6275 3.3425 -0.4746  -0.0666
O 0.3813 2.3813 1.4244  -0.1200
H 0.0015 1.7068 2.0247  -0.0182
H -1.4321 3.7583 2.8461  0.1260
H -1.6262 6.1540 2.0825  0.1309
H -1.0809 6.7178 -0.3222  0.1287
H -0.7485 4.8474 -1.9985  0.1216
H -0.2690 2.5282 -1.1124  0.0806
N 3.0312 -8.5755 0.7523  0.2112
C 2.7032 -7.5252 0.3499  -0.1463
C 2.3026 -6.2427 -0.1542  -0.2029
C 3.1118 -5.5744 -1.0814  0.0259
C 2.7067 -4.3407 -1.6014  0.0244
C 1.4901 -3.7796 -1.1810  -0.1828
C 0.6835 -4.4408 -0.2530  -0.0096
C 1.1006 -5.6626 0.2723  0.0066
N 1.0818 -2.5283 -1.7080  0.0195
C 1.8297 -1.7125 -2.5672  0.0204
C 1.0969 -0.5997 -2.8080  -0.0816
N -0.1301 -0.7266 -2.1396  -0.1489
C -0.0818 -1.9021 -1.4686  -0.1511
H 4.0615 -6.0157 -1.3965  0.1455
H 3.3334 -3.8320 -2.3305  0.1135
H -0.2652 -4.0051 0.0658  0.0973
H 0.4908 -6.1721 1.0202  0.1371
H 2.7982 -2.0095 -2.9460  0.1370
H 1.3267 0.2927 -3.3587  0.1085
H -0.8804 -2.3059 -0.8557  0.1023

[2]
Entry from the OMol25 dataset: a molecular structure, C56H52N6O2PSr (ωB97M-V with the def2-TZVPD basis set).

**E**: -82074.4131 eV
**Net charge**: +1
**Energy relative to the best compared isomer or geometry (same formula, charge and spin)**: 54.6 kcal/mol

Each line ends with the Löwdin charge.
CARTESIAN COORDINATES (ANGSTROEM)
Sr 0.2222 0.3810 0.1826  1.4966
C -2.0410 -7.0346 -1.5899  -0.0832
C -2.2105 -5.9368 -2.4227  -0.0681
C -1.7683 -4.6878 -2.0187  -0.0278
C -1.1492 -4.5172 -0.7784  -0.2200
C -0.9947 -5.6201 0.0535  -0.0443
C -1.4398 -6.8713 -0.3525  -0.0720
C -0.7054 -3.1328 -0.4177  -0.0743
C -1.5053 -2.4427 0.5111  -0.2500
C -2.6055 -3.0482 1.2393  0.0155
C -3.2461 -2.0509 1.8877  0.0184
C -2.5655 -0.8205 1.5255  -0.2459
N -1.4774 -1.1066 0.7562  -0.0424
C -3.1330 0.4485 1.6924  -0.0770
C -2.7429 1.6272 1.0084  -0.2828
C -3.6018 2.7719 0.8148  -0.0180
C -2.9905 3.5814 -0.0952  0.0010
C -1.7447 2.9582 -0.4565  -0.2644
C -0.8443 3.4920 -1.4010  -0.0841
C -1.2337 4.8010 -2.0095  -0.2318
C -2.0197 4.8066 -3.1594  -0.0241
C -2.4412 6.0039 -3.7164  -0.0685
C -2.0699 7.2097 -3.1374  -0.0850
C -1.2695 7.2126 -2.0052  -0.0797
C -0.8548 6.0123 -1.4434  -0.0387
C 0.2846 2.8623 -1.9387  -0.2643
N 0.6358 1.5654 -1.7351  -0.0508
C 1.6061 1.2634 -2.6331  -0.2398
C 2.0445 -0.0386 -2.9506  -0.0653
C 2.8172 -0.1805 -4.2247  -0.2338
C 4.2041 -0.1486 -4.2855  -0.0387
C 4.8559 -0.2584 -5.5072  -0.0809
C 4.1294 -0.4042 -6.6780  -0.0853
C 2.7424 -0.4402 -6.6246  -0.0699
C 2.0919 -0.3303 -5.4068  -0.0267
C 1.5941 -1.2210 -2.3487  -0.2336
C 1.8850 -2.5508 -2.8487  0.0169
C 1.1005 -3.4054 -2.1561  -0.0007
C 0.3329 -2.6072 -1.2153  -0.2393
N 0.7011 -1.3046 -1.3220  -0.0415
C 1.9741 2.4584 -3.3685  0.0071
C 1.1542 3.4492 -2.9383  0.0094
N -1.6025 1.7940 0.2510  -0.0698
C -4.4673 0.4983 2.3718  -0.2381
C -5.6182 0.3937 1.5909  -0.0376
C -6.8725 0.4645 2.1739  -0.0672
C -6.9919 0.6331 3.5472  -0.0839
C -5.8532 0.7145 4.3322  -0.0801
C -4.5949 0.6451 3.7470  -0.0391
H -2.3816 -8.0114 -1.9073  0.1040
H -2.6901 -6.0498 -3.3865  0.1060
H -1.8985 -3.8241 -2.6591  0.1268
H -0.5118 -5.5076 1.0178  0.1066
H -1.3210 -7.7248 0.3030  0.1056
H -2.8571 -4.0959 1.2283  0.1124
H -4.1278 -2.1250 2.5033  0.1163
H -4.5699 2.9079 1.2687  0.1116
H -3.3849 4.4912 -0.5195  0.1158
H -2.3106 3.8604 -3.5996  0.1278
H -3.0643 5.9947 -4.6013  0.1067
H -2.4087 8.1447 -3.5640  0.1040
H -0.9727 8.1508 -1.5539  0.1021
H -0.2351 6.0102 -0.5533  0.1067
H 4.7816 -0.0457 -3.3742  0.1133
H 5.9375 -0.2312 -5.5473  0.1028
H 4.6381 -0.4867 -7.6294  0.1037
H 2.1658 -0.5525 -7.5339  0.1060
H 1.0101 -0.3627 -5.3564  0.1279
H 2.5903 -2.7839 -3.6303  0.1185
H 1.0462 -4.4779 -2.2505  0.1212
H 2.7406 2.5076 -4.1257  0.1121
H 1.1139 4.4708 -3.2824  0.1139
H -5.5108 0.2584 0.5212  0.1306
H -7.7594 0.3895 1.5579  0.1074
H -7.9708 0.6985 4.0035  0.1046
H -5.9462 0.8345 5.4041  0.1032
H -3.7062 0.6995 4.3658  0.1089
C 3.5523 -4.2796 0.3131  -0.0694
C 2.3505 -4.2339 1.2544  -0.3796
C 2.3175 -5.4818 2.1471  -0.0555
C 2.2989 -2.9897 2.1136  -0.1867
C 3.4288 -2.2534 2.4577  -0.0164
C 3.3415 -1.1773 3.3281  -0.0512
C 2.1238 -0.7905 3.8745  -0.2991
C 2.0495 0.3348 4.8729  -0.0508
C 0.9868 -1.4994 3.5033  -0.0434
C 1.0766 -2.5860 2.6465  -0.0222
H 3.4210 -5.0823 -0.4130  0.0831
H 4.4758 -4.4726 0.8629  0.0783
H 3.6580 -3.3421 -0.2360  0.0770
H 1.4441 -4.2416 0.6447  0.0972
H 3.2232 -5.5454 2.7532  0.0858
H 2.2508 -6.3830 1.5345  0.0823
H 1.4574 -5.4603 2.8184  0.0761
H 4.3990 -2.5340 2.0671  0.1098
H 4.2451 -0.6413 3.6022  0.1117
H 1.0350 0.4530 5.2564  0.0758
H 2.3606 1.2870 4.4294  0.0436
H 2.7025 0.1432 5.7250  0.0898
H 0.0197 -1.2269 3.9161  0.1141
H 0.1809 -3.1483 2.4105  0.1107
N -0.8366 3.5983 2.7231  0.1574
C 0.3159 2.8008 3.2210  -0.1557
P 1.5429 2.6377 1.8172  0.4173
O 1.1458 3.6866 0.8305  -0.3087
O 1.8405 1.2447 1.3929  -0.4953
C 3.2029 3.3178 2.3672  -0.1605
N 3.8989 3.3392 1.0308  0.1477
H -1.5885 2.9830 2.3443  0.1219
H -0.4990 4.1122 1.8801  0.1303
H -1.2308 4.2415 3.4019  0.1701
H 0.0098 1.8087 3.5517  0.0966
H 0.7617 3.3226 4.0655  0.1102
H 3.7509 2.7017 3.0745  0.0978
H 3.1189 4.3386 2.7310  0.1068
H 4.1351 2.3842 0.7499  0.1644
H 4.7277 3.9282 0.9869  0.1713
H 3.1872 3.6776 0.3502  0.1447

[3]
Entry from the OMol25 dataset: a molecular structure, C30H30Cl5N4O4Re (ωB97M-V with the def2-TZVPD basis set).

**E**: -110486.4300 eV
**Net charge**: +1
**Energy relative to the best compared isomer or geometry (same formula, charge and spin)**: 0.0 kcal/mol
**Spin multiplicity**: 2

Each line ends with the Löwdin charge.
CARTESIAN COORDINATES (ANGSTROEM)
Re -0.5256 0.2278 0.2759  1.7705
N -0.6459 1.4911 2.0469  -0.0386
C -1.5264 0.9347 3.1059  -0.0890
C -2.3370 -0.2222 2.5632  -0.5070
O -3.2575 -0.6979 3.1766  0.1262
N -1.9659 -0.6345 1.2886  -0.1472
C -2.9666 -1.3590 0.5210  -0.0866
C -3.0066 -0.7154 -0.8500  -0.5695
O -3.8792 -0.8234 -1.6525  0.1543
O -1.8751 -0.0087 -1.1041  -0.2214
H 0.2805 1.6719 2.4258  0.0895
H -1.0044 2.3842 1.7152  0.0808
H -2.2225 1.6925 3.4617  0.1431
H -0.9316 0.5977 3.9522  0.1139
H -3.9407 -1.3210 1.0029  0.1412
H -2.6930 -2.4121 0.3934  0.1381
Cl -3.5729 5.4284 -4.0624  0.7159
C -2.6360 4.4922 -2.9769  -0.7075
C -3.2478 3.7768 -1.9538  -0.6930
Cl -4.9460 3.8682 -1.7403  0.7262
C -2.4800 2.9962 -1.0927  -0.5638
Cl -3.2489 2.3139 0.3025  0.8081
C -1.0977 2.8568 -1.2675  -0.3953
O -0.3476 2.0234 -0.5343  -0.2979
C -0.4890 3.6906 -2.2161  -0.5837
Cl 1.2244 3.7913 -2.2470  0.7991
C -1.2446 4.4781 -3.0754  -0.6936
Cl -0.4637 5.4404 -4.2582  0.7200
C 2.6455 0.9680 2.5993  -0.0254
C 1.7288 0.0564 3.3810  -0.2415
C 1.7131 0.1213 4.7713  -0.0301
C 0.9515 -0.7672 5.5139  -0.0481
C 0.2316 -1.7661 4.8769  -0.0198
C 0.2206 -1.8703 3.4898  -0.2176
C -0.4577 -3.0346 2.8236  -0.0064
C 0.9265 -0.9070 2.7619  -0.2442
N 0.8492 -0.9141 1.3207  -0.0471
C 1.7063 -1.6914 0.6602  -0.2379
C 2.7625 -2.5280 1.2980  0.0227
C 1.5571 -1.6158 -0.7420  -0.2544
C 2.3982 -2.4210 -1.6737  0.0207
N 0.6223 -0.7601 -1.1200  -0.0299
C 0.5545 -0.4005 -2.5211  -0.2127
C 1.4931 0.5366 -2.9621  -0.2343
C 2.6180 0.9864 -2.0688  -0.0689
C 1.4043 0.9670 -4.2776  -0.0423
C 0.4321 0.4531 -5.1242  -0.0457
C -0.4209 -0.5422 -4.6822  -0.0194
C -0.3617 -1.0094 -3.3719  -0.2036
C -1.1885 -2.1987 -2.9701  -0.0203
H 2.7613 1.9312 3.0974  0.0932
H 2.3144 1.1447 1.5739  0.0610
H 3.6427 0.5276 2.5313  0.0976
H 2.3148 0.8700 5.2721  0.1235
H 0.9409 -0.6985 6.5933  0.1172
H -0.3273 -2.4860 5.4610  0.1256
H -1.1675 -3.5030 3.5021  0.0962
H 0.2805 -3.7916 2.5452  0.0930
H -0.9855 -2.7441 1.9190  0.0545
H 2.6728 -2.5510 2.3801  0.0925
H 3.7519 -2.1388 1.0427  0.1080
H 2.7163 -3.5488 0.9157  0.1029
H 2.1794 -3.4831 -1.5380  0.1083
H 3.4586 -2.2818 -1.4564  0.1000
H 2.2125 -2.1583 -2.7109  0.0979
H 2.2556 1.4021 -1.1277  0.0445
H 3.2129 1.7502 -2.5643  0.0736
H 3.2886 0.1545 -1.8377  0.0778
H 2.1080 1.7051 -4.6414  0.1163
H 0.3642 0.8077 -6.1441  0.1136
H -1.1402 -0.9819 -5.3620  0.1247
H -2.2369 -2.0521 -3.2248  0.0875
H -1.1202 -2.4150 -1.9047  0.0666
H -0.8369 -3.0837 -3.5051  0.0975

[4]
Entry from the OMol25 dataset: a molecular structure, C3H4O4Sc (ωB97M-V with the def2-TZVPD basis set).

**E**: -32057.7404 eV
**Net charge**: +1
**Energy relative to the best compared isomer or geometry (same formula, charge and spin)**: 9.3 kcal/mol

Each line ends with the natural charge from an NBO analysis.
CARTESIAN COORDINATES (ANGSTROEM)
C 1.8339 -2.1859 1.6506  0.1245
C 0.5156 -2.2894 1.8644  0.0013
O -0.2800 -2.6658 0.7858  -0.4529
C -1.0061 -1.7436 0.1706  0.9892
O -1.2218 -0.6188 0.7020  -0.7412
O -1.3320 -1.9504 -1.0310  -0.7470
O 2.6792 -2.0119 2.6994  -0.6755
Sc -1.7867 0.1273 -1.2655  1.9935
H 2.2727 -2.5560 0.7202  0.1930
H -0.4229 1.3220 -1.5165  -0.3969
H 2.6163 -1.1142 3.0345  0.4963
H 0.0331 -2.2206 2.8384  0.2158

[5]
Entry from the OMol25 dataset: a gas-phase ion, C5H11NS2 (charge -2) (ωB97M-V with the def2-TZVPD basis set).

**E**: -28521.8451 eV
**Net charge**: -2
**Energy relative to the best compared isomer or geometry (same formula, charge and spin)**: 38.4 kcal/mol
**SMILES**: [S-]CCCNCC[S-]

Each line ends with the natural charge from an NBO analysis.
CARTESIAN COORDINATES (ANGSTROEM)
C 0.8752 0.6849 1.5974  -0.4252
C -0.0067 1.7796 2.2840  -0.5478
S -0.0957 2.1087 4.0145  -0.7290
C 0.2110 -0.4157 0.7183  -0.2209
N 0.1519 0.1697 -0.6665  -0.6501
C -0.8599 -0.5467 -1.6065  -0.2245
C -0.0924 -1.4890 -2.4511  -0.5447
S -1.1250 -2.3536 -3.7212  -0.7634
H 1.5871 1.3848 1.0296  0.1951
H 1.3748 0.0993 2.3614  0.1901
H 0.2306 2.7609 1.9121  0.1728
H -1.0034 1.6674 1.8099  0.1648
H -0.9114 -0.5064 0.9701  0.1757
H 0.5709 -1.4058 0.8763  0.1589
H 1.0894 0.0915 -1.0802  0.3357
H -1.3956 0.2348 -2.4189  0.1691
H -1.7001 -0.9166 -0.9182  0.1947
H 0.8248 -1.0082 -2.9127  0.1706
H 0.2745 -2.3395 -1.7982  0.1780

[6]
Entry from the OMol25 dataset: a gas-phase ion, C3H8FN2O (charge +1) (ωB97M-V with the def2-TZVPD basis set).

**E**: -10978.5140 eV
**Net charge**: +1
**Energy relative to the best compared isomer or geometry (same formula, charge and spin)**: 10.8 kcal/mol
**SMILES**: NC(=O)[C@H](F)C[NH3+]

Each line ends with the natural charge from an NBO analysis.
CARTESIAN COORDINATES (ANGSTROEM)
C 0.2021 1.1810 -0.3720  0.6933
C -0.3125 -1.1128 0.6838  -0.2826
C 0.8461 -0.1983 0.4086  0.1438
N 0.7976 2.3388 -0.1804  -0.7616
N -1.0966 -1.3744 -0.4957  -0.7483
O -0.8566 1.0035 -0.9251  -0.6373
F 1.7313 -0.7368 -0.5049  -0.3393
H 0.1450 -1.9205 1.1049  0.2371
H -0.8861 -0.5071 1.4577  0.2389
H 1.3534 0.0489 1.2848  0.1946
H 1.6633 2.6360 0.3473  0.4596
H 0.2555 2.9668 -0.6797  0.4157
H -1.8590 -1.8750 -0.0537  0.4293
H -0.6210 -2.1574 -1.1089  0.4507
H -1.3625 -0.2926 -0.9665  0.5062

Taking the records one at a time from the top gives largest force on an atom values of 2.80 2.57 1.06 2.71 4.56 6.30 eV Å⁻¹.